No. 1
Here is a cluster of 3 separate species, C12H22BFN2O14S2 in total in a non-equilibrium geometry from the Open Molecules 2025 dataset. Energies are from ωB97M-V with the def2-TZVPD basis set.

Geometry as XYZ:
```
54
Properties=species:S:1:pos:R:3:forces:R:3
C -0.501920 -2.198481 -3.168087 -0.10 -0.31 -0.24
N -1.131751 -1.036185 -3.837793 0.23 0.08 0.66
C -2.588586 -0.988461 -3.615060 -0.13 0.08 -0.30
C -0.588492 0.182106 -3.342296 -0.09 0.18 -0.36
O -0.414194 0.427484 -2.173661 0.09 -0.25 0.19
C -0.242191 1.256311 -4.372360 -0.47 0.42 -0.33
N 1.114293 1.777473 -4.239279 0.39 -0.19 0.04
C 2.164757 1.113120 -4.998046 0.05 -0.09 -0.12
C 2.364748 -0.371914 -4.711966 -0.27 0.13 -0.25
O 3.053790 -0.890039 -3.916025 0.06 -0.19 0.01
F 1.581786 -1.124560 -5.555998 0.14 0.15 0.26
C 1.484371 2.150737 -2.927639 -0.91 -0.17 -0.11
O 2.233761 1.547093 -2.219638 0.92 -0.02 0.07
O 0.811222 3.237956 -2.573504 0.07 0.38 -0.07
C 1.015687 3.636261 -1.200893 -0.16 0.12 0.33
B 0.089964 2.769838 -0.245087 -0.28 -0.19 -0.15
O -1.261233 2.699107 -0.535877 0.26 0.09 -0.11
O 0.619707 2.108133 0.841006 0.53 1.01 0.15
H -1.212111 -2.715400 -2.514513 0.12 0.13 0.05
H 0.363784 -1.892587 -2.579248 -0.09 -0.02 -0.01
H -0.159813 -2.908248 -3.925134 -0.06 0.08 0.05
H -3.087150 -1.670014 -4.306098 0.02 -0.03 0.15
H -2.845538 -1.241939 -2.578021 0.01 -0.01 -0.10
H -2.968081 0.019453 -3.811974 0.04 -0.10 -0.09
H -0.393350 0.887579 -5.387266 0.12 -0.03 0.11
H -0.953455 2.076502 -4.208567 0.13 -0.05 -0.01
H 3.115854 1.606773 -4.792404 -0.14 -0.05 0.09
H 1.938613 1.238031 -6.059796 0.00 -0.10 0.10
H 2.071230 3.595421 -0.930665 -0.07 -0.06 -0.14
H 0.686298 4.679898 -1.167132 0.04 -0.09 0.00
H -1.532147 1.807709 -0.785806 -0.10 0.07 0.19
H 0.164893 2.268255 1.674901 -0.10 -0.16 -0.21
C -0.373265 -0.417334 0.776197 0.17 -0.05 -0.09
C -0.805878 0.084859 2.137641 0.09 -0.17 0.10
O -1.810992 -0.867143 2.540561 -0.07 0.12 -0.04
S -1.434510 -2.314976 1.995714 0.07 0.05 -0.06
O -0.769936 -3.045945 3.018091 0.00 -0.13 0.06
O -2.570873 -2.859142 1.344158 -0.03 -0.02 0.06
O -0.351068 -1.853220 0.933711 -0.04 -0.01 0.10
H -1.088654 -0.165685 -0.003834 -0.03 -0.05 0.04
H 0.616424 -0.079624 0.483656 -0.11 -0.31 0.05
H -1.256936 1.071924 2.104829 -0.33 -0.22 0.04
H 0.007999 0.072863 2.864161 0.05 -0.03 0.01
C 0.127655 -1.918744 6.034203 0.15 -0.30 -0.09
C 0.113632 -2.136622 7.532528 -0.25 0.10 0.02
O 1.058184 -1.168878 8.021937 0.08 -0.05 -0.05
S 1.008684 0.148081 7.124741 0.02 -0.02 0.02
O 0.167193 1.121391 7.723365 -0.01 0.02 -0.03
O 2.335133 0.475655 6.744914 0.01 0.02 0.03
O 0.225123 -0.490744 5.890277 -0.13 0.01 0.03
H 1.001149 -2.379480 5.571764 0.00 0.01 -0.02
H -0.770161 -2.269300 5.534587 -0.03 0.14 -0.04
H 0.441233 -3.129861 7.823935 0.13 0.06 0.04
H -0.864880 -1.925485 7.966793 0.00 0.00 -0.01
```
Positions in Å, forces in eV/Å.

Output
Charge: 0
Max |F|, Eh/bohr: 0.022
Highest occupied orbital energy, hartree: -0.35772

No. 2
Here is the molecule C22H26N4O4S in a non-equilibrium geometry from the Open Molecules 2025 dataset. Energies are from ωB97M-V with the def2-TZVPD basis set.

Geometry as XYZ:
```
57
Properties=species:S:1:pos:R:3:forces:R:3
C 1.041857 1.534771 -9.074037 0.21 -0.04 0.44
C 2.206610 1.596733 -8.103810 0.27 0.12 -0.44
H 2.643620 2.600913 -8.068396 -0.03 -0.18 -0.01
H 2.998388 0.893684 -8.386136 -0.09 0.15 0.05
O 1.723694 1.254808 -6.805425 -0.16 -0.10 0.21
C 2.653592 1.282106 -5.823806 -0.05 0.18 -0.08
O 3.815672 1.558473 -6.012923 0.31 0.03 -0.21
N 2.128509 1.000577 -4.608928 -0.16 -0.01 0.09
C 0.772083 0.555125 -4.387541 -0.27 -0.30 -0.19
H 0.202617 0.689115 -5.305892 -0.02 0.05 0.20
C 0.758414 -0.913545 -3.958259 0.01 0.16 0.17
H -0.262586 -1.222347 -3.731431 -0.01 -0.06 0.00
H 1.130028 -1.529124 -4.778480 -0.01 -0.02 -0.08
C 1.651412 -1.139901 -2.730557 0.15 -0.45 -0.26
N 1.075868 -0.544309 -1.547011 0.08 0.34 -0.18
C 0.606150 -1.280848 -0.511760 0.02 -0.13 -0.07
O 0.630388 -2.498110 -0.493825 -0.02 -0.13 0.05
C 0.055763 -0.505906 0.609005 -0.28 0.25 0.57
C -0.453558 -1.044205 1.752706 0.24 -0.03 -0.48
C -0.914145 -0.062355 2.659925 0.02 1.02 -0.11
C -0.717237 1.229287 2.148046 -0.04 -0.58 0.07
N -1.147488 2.120092 3.053782 0.18 -0.50 -0.31
N -1.614374 1.479322 4.133066 -0.36 -0.20 0.71
C -1.495127 0.171724 3.937679 0.24 0.62 -0.61
C -1.921087 -0.785648 4.942961 -0.23 -0.26 0.60
C -2.080389 -2.136766 4.631867 0.03 0.12 -0.03
C -2.484663 -3.019176 5.611765 0.03 -0.01 -0.06
C -2.736057 -2.588828 6.905201 -0.08 0.03 0.30
C -2.585991 -1.242314 7.222549 0.03 0.03 -0.15
C -2.179445 -0.348671 6.235909 -0.02 -0.13 0.03
H -2.063480 0.693589 6.482498 0.02 0.13 0.07
O -2.806220 -0.702930 8.454733 0.10 0.14 -0.31
C -3.214416 -1.552959 9.497825 -0.07 -0.15 0.17
H -4.174611 -2.030784 9.276711 0.05 0.01 0.00
H -3.325230 -0.913845 10.372521 -0.01 -0.09 -0.04
H -2.464903 -2.323422 9.707198 -0.04 0.02 -0.02
H -3.047573 -3.306848 7.647262 -0.03 -0.03 0.09
H -2.609937 -4.065110 5.372587 -0.01 -0.07 -0.02
H -1.904365 -2.487360 3.628334 0.01 -0.05 -0.12
C -1.154660 3.550626 2.976523 0.01 0.37 -0.05
H -1.581231 3.926271 3.903633 0.03 -0.02 -0.07
H -1.759573 3.884867 2.131053 0.00 0.00 0.05
H -0.138236 3.931757 2.857591 -0.03 0.00 0.04
S -0.002750 1.264151 0.589216 -0.06 -0.22 0.17
H -0.469140 -2.107453 1.905009 0.03 -0.20 -0.05
H 1.024272 0.460514 -1.504425 0.00 -0.08 0.05
C 3.057144 -0.588979 -2.996932 -0.18 0.14 0.07
H 3.661023 -0.661205 -2.091783 0.02 -0.06 0.01
H 3.528029 -1.194432 -3.772330 0.06 0.00 -0.04
C 3.004942 0.866068 -3.466464 0.41 -0.15 -0.04
H 3.996268 1.206102 -3.770135 -0.15 0.03 0.15
H 2.640882 1.518713 -2.664258 0.05 0.04 0.01
H 1.705452 -2.212635 -2.511952 0.01 0.24 -0.07
H 0.324461 1.181428 -3.606147 -0.06 0.01 -0.05
H 1.385469 1.790708 -10.071884 0.02 0.02 -0.11
H 0.266700 2.234803 -8.773830 -0.10 0.07 -0.03
H 0.619167 0.533686 -9.088797 -0.07 -0.09 -0.07
```
Positions in Å, forces in eV/Å.

Output
Charge: 0
Max |F|, Eh/bohr: 0.020
Highest occupied orbital energy, hartree: -0.29992
Energy above the lowest of the compared OMol25 structures with the same formula, charge and spin, kJ/mol: 199.1

No. 3
Here is a cluster of 2 separate species, C15H8Cl4NO2 in total in a non-equilibrium geometry from the Open Molecules 2025 dataset. Energies are from ωB97M-V with the def2-TZVPD basis set.

Geometry as XYZ:
```
30
Properties=species:S:1:pos:R:3:forces:R:3
Cl -3.972706 -0.815732 0.220689 0.03 0.04 0.03
C -2.801765 -1.515526 -0.799942 0.07 -0.02 -0.67
C -3.095936 -1.911572 -2.069410 0.74 -0.01 0.57
Cl -4.640793 -1.694483 -2.753922 -0.25 -0.03 -0.11
C -2.075751 -2.543333 -2.954731 -0.15 -0.10 -0.55
O -2.330499 -2.882681 -4.107071 0.25 0.30 1.10
C -0.726043 -2.736768 -2.350436 -0.39 0.43 0.73
Cl 0.436284 -3.479498 -3.347824 0.17 -0.17 -0.20
C -0.436366 -2.323209 -1.086118 -0.20 0.05 -0.59
Cl 1.112149 -2.537941 -0.398118 -0.03 0.06 0.04
C -1.429800 -1.620234 -0.234832 0.04 -0.13 1.03
O -1.149838 -1.193119 0.887923 -0.17 -0.17 -1.60
C -0.428690 2.184100 -0.877301 -0.53 0.26 -0.22
C -0.258296 1.629929 0.482451 0.25 -0.41 0.70
C -1.380137 1.684012 1.321326 -1.45 0.53 1.07
N -2.318332 1.823959 2.018385 1.28 -0.29 -1.00
C 1.003764 1.336439 1.067794 0.41 0.10 0.08
C 2.236006 1.430220 0.342377 -0.29 -0.12 0.37
C 3.442540 1.100650 0.949829 -0.36 0.03 0.25
C 3.477723 0.703766 2.295007 0.26 -0.09 -0.11
C 2.292432 0.652084 3.039707 -0.30 0.22 -0.47
C 1.079437 0.974942 2.442873 0.39 -0.15 0.25
H 0.506521 2.238056 -1.435546 -0.23 -0.02 -0.01
H -1.163596 1.589679 -1.438411 0.12 0.04 -0.23
H -0.858171 3.196383 -0.784661 0.14 -0.12 -0.34
H 2.219771 1.777237 -0.692570 0.13 -0.23 0.34
H 4.365096 1.166016 0.370495 -0.18 -0.03 0.18
H 4.426474 0.437667 2.758678 -0.16 0.07 -0.09
H 2.307000 0.369208 4.094036 0.06 0.06 -0.28
H 0.161522 0.959747 3.039324 0.33 -0.08 -0.29
```
Positions in Å, forces in eV/Å.

Output
Charge: -1
Max |F|, Eh/bohr: 0.037
Highest occupied orbital energy, hartree: -0.09984
Energy above the lowest of the compared OMol25 structures with the same formula, charge and spin, kJ/mol: 11.3